131
Properties=species:S:1:pos:R:3:lowdin_charge:R:1 method="wB97M-V/def2-TZVPD" e_homo_ev=-7.989 e_lumo_ev=0.42 total_charge=0
C -1.346 1.493 -1.850 -0.0962
C -0.627 0.686 -2.927 -0.3193
N 0.232 -0.397 -2.372 -0.1211
Si 1.761 0.139 -1.787 0.3376
O 2.430 -1.031 -0.818 -0.3442
Si 2.141 -0.991 0.828 0.5684
C 0.816 -2.238 1.401 -0.1401
C -0.309 -2.477 0.465 -0.5827
O -1.429 -2.177 0.650 0.1436
F 0.055 -3.092 -0.652 0.1078
C 3.691 -1.302 1.850 -0.1826
C 3.896 -0.120 2.779 -0.3112
C 5.054 0.645 2.727 -0.0305
C 5.195 1.743 3.584 -0.0372
C 4.202 2.088 4.466 -0.2818
C 4.308 3.286 5.374 -0.0359
C 3.043 1.312 4.527 -0.0221
C 2.901 0.212 3.689 -0.0707
P 3.220 0.537 -3.469 0.5716
O 2.511 0.389 -4.774 -0.5354
H -0.790 1.559 -0.922 0.0481
H -1.513 2.496 -2.233 0.0715
H -2.330 1.078 -1.659 0.0680
H -1.386 0.198 -3.528 0.0890
H -0.076 1.341 -3.604 0.0940
H 0.393 -1.055 -3.131 0.0731
H 1.528 1.410 -1.081 0.0055
H 1.605 0.343 1.150 0.0349
H 1.271 -3.180 1.698 0.0959
H 0.381 -1.812 2.300 0.0809
H 3.523 -2.207 2.431 0.0803
H 4.567 -1.434 1.219 0.0770
H 5.823 0.376 2.016 0.0701
H 6.111 2.313 3.521 0.0926
H 3.433 3.910 5.207 0.0822
H 4.261 2.950 6.406 0.0843
H 5.202 3.868 5.175 0.0434
H 2.236 1.553 5.197 0.0920
H 1.988 -0.365 3.776 0.0958
H 4.356 -0.294 -3.322 -0.0358
H 3.729 1.841 -3.254 -0.0289
C 8.271 2.160 -0.629 -0.2636
S 6.896 1.122 -1.102 0.8012
O 6.570 0.304 0.099 -0.5574
C 7.788 0.060 -2.245 -0.2706
H 7.908 2.854 0.126 0.0082
H 9.067 1.547 -0.206 0.0655
H 8.635 2.710 -1.498 0.0583
H 8.617 -0.420 -1.724 0.0573
H 8.156 0.658 -3.079 0.0535
H 7.097 -0.695 -2.613 0.0389
C -0.810 -0.229 6.151 -0.2758
S -1.144 1.395 6.835 0.8001
O 0.025 2.249 6.488 -0.5582
C -0.972 0.926 8.560 -0.2690
H -0.822 -0.142 5.066 0.0385
H 0.170 -0.571 6.483 0.0624
H -1.583 -0.932 6.466 0.0336
H 0.018 0.503 8.726 0.0587
H -1.746 0.201 8.815 0.0551
H -1.096 1.822 9.163 0.0482
C 7.909 -1.135 4.904 -0.2657
S 7.105 -0.961 6.502 0.8032
O 6.305 0.283 6.433 -0.5441
C 8.606 -0.592 7.425 -0.2762
H 7.136 -1.331 4.163 0.0425
H 8.430 -0.210 4.656 0.0582
H 8.608 -1.972 4.937 0.0515
H 9.084 0.294 7.006 0.0541
H 9.279 -1.448 7.378 0.0502
H 8.326 -0.404 8.459 0.0468
C -2.098 -3.214 -4.877 -0.2572
S -2.738 -1.799 -5.773 0.8015
O -4.095 -1.516 -5.217 -0.5691
C -2.978 -2.656 -7.331 -0.2593
H -1.910 -2.915 -3.847 0.0491
H -2.854 -3.994 -4.909 0.0074
H -1.167 -3.546 -5.336 0.0611
H -3.644 -3.508 -7.182 0.0273
H -2.012 -2.992 -7.709 0.0583
H -3.421 -1.952 -8.033 0.0516
C -7.475 2.486 -6.091 -0.2873
S -7.465 1.873 -4.404 0.7803
O -7.624 3.054 -3.512 -0.5596
C -5.725 1.437 -4.408 -0.2736
H -8.467 2.866 -6.309 0.0175
H -6.743 3.290 -6.181 0.0591
H -7.243 1.672 -6.775 0.0540
H -5.129 2.320 -4.642 0.0586
H -5.545 0.649 -5.140 0.0341
H -5.465 1.070 -3.418 0.0500
C -6.775 -4.050 -5.631 -0.2548
S -5.389 -4.977 -4.974 0.8046
O -4.542 -5.380 -6.133 -0.5506
C -6.328 -6.426 -4.479 -0.2671
H -6.386 -3.115 -6.029 0.0431
H -7.255 -4.624 -6.425 0.0607
H -7.481 -3.840 -4.828 0.0565
H -6.839 -6.846 -5.346 0.0580
H -7.048 -6.142 -3.711 0.0534
H -5.630 -7.155 -4.075 0.0500
C 6.716 6.080 2.767 -0.2599
S 8.255 5.155 2.756 0.8262
O 8.012 3.928 1.950 -0.5614
C 8.192 4.658 4.481 -0.2575
H 6.539 6.444 1.758 0.0514
H 5.899 5.425 3.072 0.0530
H 6.807 6.924 3.451 0.0557
H 7.273 4.101 4.669 0.0274
H 8.239 5.544 5.113 0.0577
H 9.053 4.023 4.677 0.0522
C -12.241 1.832 -6.987 -0.2633
S -10.721 1.157 -6.307 0.7844
O -9.846 0.819 -7.459 -0.5423
C -11.438 -0.382 -5.725 -0.2627
H -12.005 2.791 -7.444 0.0514
H -12.639 1.152 -7.740 0.0583
H -12.963 1.978 -6.184 0.0542
H -11.890 -0.914 -6.562 0.0584
H -12.184 -0.168 -4.959 0.0550
H -10.636 -0.980 -5.296 0.0485
C -3.771 -0.808 4.229 -0.2714
S -4.295 -2.376 4.918 0.8088
O -3.192 -2.836 5.807 -0.5610
C -4.162 -3.302 3.385 -0.2643
H -3.736 -0.082 5.040 0.0433
H -2.781 -0.920 3.789 0.0483
H -4.484 -0.475 3.475 0.0588
H -3.145 -3.229 2.999 0.0498
H -4.872 -2.904 2.660 0.0565
H -4.403 -4.341 3.601 0.0497

120
Properties=species:S:1:pos:R:3:mulliken_spin:R:1 method="wB97M-V/def2-TZVPD" e_homo_ev="-10.362 / -10.362" e_lumo_ev="-2.95 / -7.59" total_charge=+1 de_lowest_ev=2.624 multiplicity=2
C 26.635 13.002 -0.586 -0.0019
O 25.477 12.735 0.040 0.0003
C 24.283 13.351 -0.498 0.0000
C 22.995 12.697 -0.058 0.0000
N 22.710 11.395 -0.637 0.0000
C 23.379 10.460 0.279 0.0000
C 23.414 9.104 -0.501 0.0000
O 24.322 8.108 0.078 0.0000
C 25.582 7.879 -0.642 0.0000
H 26.685 12.616 -1.604 0.0006
H 27.518 12.586 -0.100 0.0020
H 26.874 14.066 -0.551 0.0001
H 24.238 13.236 -1.581 0.0000
H 24.213 14.435 -0.404 0.0001
H 22.294 13.434 -0.449 0.0000
H 22.795 12.783 1.010 0.0000
H 21.707 11.337 -0.534 0.0000
H 22.678 10.284 1.095 0.0000
H 24.401 10.703 0.568 0.0000
H 23.785 9.242 -1.517 0.0000
H 22.431 8.633 -0.491 0.0000
H 25.332 7.034 -1.283 0.0000
H 26.457 7.666 -0.027 0.0000
H 25.995 8.678 -1.257 0.0000
C 21.209 14.196 -3.779 0.0000
O 20.487 15.297 -4.015 0.0000
C 19.494 15.671 -2.919 0.0000
C 19.038 17.178 -3.180 0.0000
N 20.157 18.094 -2.832 0.0000
C 20.578 17.972 -1.441 0.0000
C 21.672 19.008 -1.334 0.0000
O 22.167 18.813 0.062 0.0000
C 22.932 19.983 0.415 -0.0001
H 20.582 13.511 -4.351 0.0000
H 21.270 13.900 -2.732 0.0000
H 22.130 14.592 -4.206 0.0000
H 19.919 15.441 -1.942 0.0000
H 18.587 15.108 -3.139 0.0000
H 18.087 17.404 -2.697 0.0000
H 18.719 17.170 -4.222 0.0000
H 20.890 17.640 -3.358 0.0000
H 20.999 17.010 -1.146 0.0000
H 19.774 18.110 -0.718 0.0000
H 21.176 19.978 -1.354 0.0000
H 22.532 19.067 -2.001 0.0000
H 23.630 20.375 -0.325 0.0000
H 23.363 19.643 1.357 0.0001
H 22.401 20.909 0.633 0.0000
C 25.675 8.406 -4.592 0.0000
O 24.389 8.646 -5.173 0.0000
C 23.601 7.531 -5.590 0.0000
C 22.338 7.218 -4.786 0.0000
N 22.319 5.771 -4.619 0.0000
C 21.148 5.325 -3.791 0.0000
C 21.500 5.323 -2.362 0.0000
O 20.401 4.564 -1.729 0.0000
C 20.628 4.399 -0.399 0.0000
H 25.516 8.361 -3.515 0.0000
H 26.355 9.241 -4.424 0.0000
H 26.222 7.496 -4.841 0.0000
H 24.263 6.674 -5.717 0.0000
H 23.228 7.652 -6.606 0.0000
H 21.576 7.621 -5.454 0.0000
H 22.457 7.693 -3.813 0.0000
H 22.076 5.481 -5.555 0.0000
H 20.734 4.352 -4.052 0.0000
H 20.406 6.118 -3.880 0.0000
H 21.488 6.345 -1.983 0.0000
H 22.488 4.866 -2.305 0.0000
H 21.474 3.720 -0.292 0.0000
H 19.741 3.965 0.061 0.0000
H 20.930 5.276 0.174 0.0000
C 29.744 9.369 -0.813 0.0000
O 28.855 9.987 -1.793 0.0000
C 29.196 10.287 -3.089 0.0000
C 29.897 11.648 -3.250 0.0000
N 29.023 12.770 -2.908 0.0000
C 27.891 12.852 -3.801 0.0000
C 27.307 14.285 -4.084 0.0000
O 26.197 14.141 -4.987 0.0000
C 25.513 15.314 -5.362 0.0000
H 29.814 8.282 -0.762 0.0000
H 29.367 9.646 0.172 0.0000
H 30.721 9.850 -0.823 0.0000
H 28.304 10.250 -3.715 0.0000
H 29.711 9.449 -3.559 0.0000
H 30.323 11.760 -4.247 0.0000
H 30.793 11.679 -2.630 0.0000
H 28.745 12.388 -2.016 -0.0001
H 27.080 12.175 -3.534 0.0000
H 28.087 12.482 -4.807 0.0000
H 28.103 14.857 -4.561 0.0000
H 27.023 14.622 -3.087 0.0000
H 25.059 15.768 -4.481 0.0000
H 24.576 15.120 -5.885 0.0000
H 26.171 16.026 -5.861 0.0000
C 30.692 14.984 -0.934 -0.0011
O 30.001 14.213 0.008 0.0026
C 29.628 15.164 0.953 0.0120
C 29.022 14.386 2.142 0.0719
N 28.459 15.218 3.187 0.7427
C 27.498 14.491 3.934 0.0269
C 26.624 15.300 4.976 0.0139
O 25.605 16.187 4.453 0.0269
C 26.039 17.112 3.540 0.0052
H 30.020 15.724 -1.369 0.0009
H 31.033 14.316 -1.725 0.0000
H 31.563 15.491 -0.518 0.0000
H 28.875 15.854 0.573 0.0012
H 30.406 15.813 1.355 -0.0042
H 29.723 13.772 2.706 0.0378
H 28.369 13.594 1.774 0.0158
H 29.009 15.905 3.683 -0.0362
H 27.977 13.686 4.492 0.0453
H 26.808 14.095 3.190 0.0173
H 27.207 15.847 5.717 0.0004
H 25.883 14.802 5.601 -0.0009
H 27.101 17.302 3.383 0.0064
H 25.754 18.110 3.873 0.0121
H 25.637 17.056 2.528 0.0018

126
Properties=species:S:1:pos:R:3:lowdin_charge:R:1 method="wB97M-V/def2-TZVPD" e_homo_ev=-9.209 e_lumo_ev=-0.12 total_charge=0
C -0.002 2.233 7.389 0.0449
N 1.258 2.879 6.864 -0.4196
O 1.994 3.448 7.694 0.0401
O 1.399 2.905 5.640 0.0485
H 0.281 1.183 7.460 0.0997
H -0.877 2.452 6.778 0.0950
H -0.132 2.686 8.372 0.0910
C -0.989 6.822 -2.316 0.0396
N -0.367 7.362 -3.551 -0.4452
O 0.806 7.186 -3.750 0.0755
O -1.146 7.966 -4.316 0.0350
H -0.256 7.181 -1.593 0.0984
H -1.055 5.735 -2.262 0.1002
H -1.970 7.276 -2.177 0.0968
C 4.833 8.612 0.024 0.0406
N 4.896 7.150 0.439 -0.4352
O 3.884 6.534 0.612 0.0809
O 6.036 6.671 0.478 0.0358
H 5.501 9.205 0.649 0.0887
H 3.867 9.053 0.272 0.0900
H 5.195 8.776 -0.992 0.0988
C -4.933 2.068 3.290 0.0487
N -4.580 3.506 3.218 -0.4672
O -3.512 3.842 2.842 0.0848
O -5.415 4.304 3.666 0.0347
H -4.015 1.481 3.311 0.0966
H -5.425 1.830 2.347 0.1000
H -5.671 2.010 4.090 0.1017
Br 1.642 1.840 -1.179 0.5584
C 0.761 1.576 0.611 -0.6322
C 0.413 0.070 0.717 -0.6257
Br -0.255 -0.335 2.608 0.4975
H -0.145 2.162 0.764 0.0565
H 1.528 1.857 1.333 0.0474
H 1.275 -0.554 0.480 0.0440
H -0.403 -0.213 0.052 0.0462
C -2.511 2.027 -5.090 -0.0678
C -1.584 2.717 -6.128 -0.2759
O -1.524 1.809 -7.179 -0.1827
C -1.418 2.346 -8.473 -0.2781
C -0.863 1.265 -9.408 -0.0663
H -1.946 1.197 -4.665 0.0686
H -2.924 2.751 -4.388 0.0625
H -3.422 1.578 -5.487 0.0692
H -2.015 3.681 -6.397 0.1139
H -0.573 2.818 -5.734 0.1174
H -2.407 2.711 -8.753 0.1167
H -0.740 3.199 -8.500 0.1146
H 0.215 1.119 -9.336 0.0710
H -1.101 1.570 -10.428 0.0720
H -1.230 0.275 -9.139 0.0667
C 6.719 -3.501 6.341 -0.0921
C 5.264 -3.363 6.105 -0.3651
O 5.122 -3.575 4.778 -0.1336
C 3.930 -4.242 4.390 -0.2851
C 3.654 -4.154 2.926 -0.0733
H 7.016 -4.550 6.309 0.0772
H 7.342 -2.917 5.664 0.0858
H 6.891 -3.262 7.390 0.0763
H 4.737 -3.896 6.896 0.1261
H 5.065 -2.322 6.361 0.1162
H 4.104 -5.250 4.767 0.1204
H 3.040 -3.886 4.908 0.1147
H 2.719 -4.603 2.592 0.0795
H 4.508 -4.550 2.376 0.0784
H 3.648 -3.090 2.692 0.0764
C 6.454 0.514 0.546 -0.0656
C 7.224 1.787 0.199 -0.3137
O 8.437 1.481 -0.376 -0.1665
C 9.375 2.503 -0.507 -0.2472
C 9.070 3.403 -1.771 -0.0592
H 5.501 0.743 1.024 0.0672
H 6.314 -0.206 -0.260 0.0759
H 6.975 0.013 1.362 0.0698
H 6.628 2.365 -0.507 0.1088
H 7.269 2.499 1.023 0.1192
H 9.453 3.015 0.452 0.1135
H 10.286 1.925 -0.661 0.1117
H 8.780 2.833 -2.654 0.0727
H 9.834 4.136 -2.032 0.0615
H 8.246 4.091 -1.583 0.0552
C -1.694 -3.113 -5.571 -0.0906
C -2.657 -3.288 -6.668 -0.3226
O -2.086 -3.956 -7.746 -0.1498
C -2.728 -3.836 -8.973 -0.2905
C -1.787 -4.491 -10.011 -0.0615
H -0.921 -2.352 -5.675 0.0805
H -2.243 -2.981 -4.639 0.0763
H -1.136 -4.024 -5.356 0.0774
H -3.573 -3.785 -6.348 0.1219
H -2.951 -2.260 -6.880 0.1157
H -3.671 -4.382 -8.964 0.1136
H -2.954 -2.789 -9.169 0.1125
H -0.841 -3.954 -10.085 0.0760
H -2.316 -4.466 -10.963 0.0668
H -1.732 -5.552 -9.767 0.0743
C -7.949 0.378 -1.017 -0.0555
C -7.793 -1.179 -1.074 -0.2429
O -6.816 -1.464 -0.063 -0.1953
C -6.173 -2.740 -0.170 -0.2685
C -4.954 -2.663 0.771 -0.0866
H -8.573 0.723 -0.192 0.0684
H -6.961 0.836 -0.988 0.0715
H -8.469 0.670 -1.930 0.0642
H -8.631 -1.820 -0.799 0.1119
H -7.450 -1.574 -2.031 0.1070
H -6.821 -3.580 0.082 0.1132
H -5.668 -2.959 -1.110 0.1104
H -5.179 -2.499 1.825 0.0664
H -4.386 -1.795 0.435 0.0672
H -4.205 -3.454 0.772 0.0696
C -1.750 -7.114 6.074 -0.0772
C -1.982 -5.632 6.074 -0.3129
O -2.671 -5.136 7.179 -0.1591
C -2.841 -3.765 7.228 -0.2967
C -4.123 -3.549 8.031 -0.0719
H -2.697 -7.563 6.374 0.0753
H -1.535 -7.501 5.078 0.0815
H -1.097 -7.398 6.899 0.0785
H -0.995 -5.170 6.041 0.1165
H -2.574 -5.410 5.185 0.1196
H -1.882 -3.410 7.603 0.1202
H -3.020 -3.243 6.287 0.1106
H -5.002 -4.082 7.670 0.0757
H -4.524 -2.536 8.024 0.0679
H -3.973 -3.907 9.050 0.0732